Density functional theory data (wB97M-V/def2-TZVPD) for a single C12H14N2 molecule.

Geometry (Å):
C -0.29600 -1.95812 2.02180
N 0.18963 -1.06724 0.92912
C 0.06085 -0.86200 -0.45439
C 0.11712 0.37168 -0.83504
C 0.42298 1.09251 0.27721
C 0.84869 2.35639 0.47917
C 0.99073 2.79116 1.83011
C 0.63812 2.11851 2.93602
C 0.34084 0.77189 2.67295
C 0.19861 0.19742 1.37390
C -0.15120 0.87995 -2.34902
N -0.00247 -0.27180 -3.20610
C -0.84486 -1.32003 -2.69969
C -0.43679 -1.90849 -1.25503
H -0.73335 -2.99303 1.68884
H -1.26604 -1.54066 2.58380
H 0.59927 -2.22321 2.78675
H 0.96265 3.19892 -0.31663
H 1.27212 3.70007 1.87375
H 0.96593 2.38256 3.89673
H 0.20078 0.24151 3.72839
H -0.98467 1.45777 -2.63111
H 0.85817 1.34823 -2.58059
H 0.21795 -0.28257 -4.18160
H -1.01243 -2.13374 -3.37798
H -1.94601 -0.98696 -2.65207
H -1.23180 -2.51078 -0.91556
H 0.02118 -2.84994 -1.62376

Atoms 1-6, force components in eV/Å:
-1.092 -2.803 0.709
-1.213 0.197 1.743
-1.017 -4.973 1.251
-0.923 2.334 -5.218
-0.649 0.830 2.026
0.047 3.290 1.017

Calculated values
* maximum force: 6.878 eV Å⁻¹
* structure (SMILES): Cn1c2c(c3ccccc31)CNCC2
* charge: 0
* energy relative to the best compared isomer or geometry (same formula, charge and spin): 125.8 kcal per mole
* HOMO: -7.77 eV

Here are the natural (NBO) charges for atoms 1 to 2, given in e: number 1, C, carries -0.4359; number 2, N, carries -0.3742